DFT (ωB97M-V/def2-TZVPD) results for a structure of composition C23H32F5N2O5PPd in a non-equilibrium geometry.

Its highest occupied orbital energy is -0.3041 Ha. Its gap between HOMO and LUMO is 0.2884 Eh. For the total energy, the calculation gives -63940.7678 eV. The value obtained for the energy relative to the best compared isomer or geometry (same formula, charge and spin) is 0.0 kJ/mol.

The geometry in XYZ format:
```
69
Properties=species:S:1:pos:R:3:forces:R:3
Pd 0.290592 -0.211684 0.336412 -0.3 -1.2 1.2
O -2.268783 0.777971 1.919943 -0.2 0.0 -0.1
C -3.419165 -0.052146 2.069633 0.2 0.1 0.0
C -3.912919 -0.612620 0.739036 -0.1 0.0 0.0
C -2.811644 -1.172757 -0.167119 0.1 0.0 0.1
C -2.029696 -2.253195 0.526113 -0.1 -0.1 0.0
C -2.559085 -3.535220 0.639452 0.0 0.0 0.1
C -1.857356 -4.511676 1.319126 0.0 0.0 0.0
C -0.644225 -4.182771 1.907162 0.0 0.0 0.1
C -0.180667 -2.892064 1.765917 0.0 0.0 0.0
N -0.842525 -1.956480 1.073425 0.1 -0.2 -0.6
H -1.499500 0.325941 2.286565 0.0 0.0 0.1
H -4.205797 0.564986 2.508142 0.0 -0.1 0.0
H -3.217017 -0.863418 2.775272 0.1 0.0 0.0
H -4.452588 0.164971 0.193251 0.1 0.0 0.0
H -4.634482 -1.406047 0.961432 -0.1 0.1 0.0
H -2.140944 -0.375421 -0.470280 0.0 0.1 0.0
H -3.254987 -1.581281 -1.075344 0.0 0.0 0.0
H -3.513684 -3.754145 0.178387 0.0 0.0 0.0
H -2.250594 -5.517866 1.391962 0.0 0.0 0.0
H -0.060302 -4.909620 2.453717 0.0 0.0 0.0
H 0.755704 -2.577275 2.207163 0.0 0.0 -0.1
O 2.632409 0.084758 2.163910 -0.1 -0.2 0.0
N 1.663181 0.011105 2.901752 -0.4 0.1 0.1
O 1.695446 0.035666 4.112598 0.0 0.0 -0.2
O 0.453720 -0.112336 2.355478 0.6 0.6 0.2
C -0.566205 4.191538 -0.884522 -0.1 0.0 0.0
C -0.603191 2.673484 -0.704472 -0.1 0.1 -0.1
C -1.147139 1.996428 -1.970120 -0.1 0.0 0.0
P 0.959860 1.865466 -0.188090 0.5 -0.1 -0.7
C 2.086635 1.775599 -1.648716 0.1 0.2 0.0
C 2.911773 3.022418 -1.984111 -0.1 0.0 -0.1
C 3.022914 0.573181 -1.531696 0.1 0.0 0.0
C 1.707939 2.813317 1.192071 -0.2 0.1 0.1
C 0.646127 2.999869 2.291790 0.0 0.0 0.0
C 2.377372 4.162030 0.881296 0.0 0.0 0.1
H -1.546871 4.523077 -1.233700 0.0 0.0 0.0
H 0.164971 4.495582 -1.635943 0.0 0.0 0.0
H -0.353725 4.721424 0.041916 0.0 0.0 0.0
H -1.281791 2.428692 0.121194 0.0 0.0 0.0
H -0.624416 2.351413 -2.860408 0.0 0.0 0.0
H -2.202691 2.249322 -2.087960 0.0 0.0 0.0
H -1.060677 0.909147 -1.945367 0.0 0.0 0.0
H 1.395303 1.591614 -2.474787 0.0 -0.1 0.0
H 3.742134 3.140750 -1.291183 0.0 0.0 0.0
H 2.334326 3.946457 -1.991800 0.0 0.0 0.0
H 3.338554 2.892107 -2.980758 0.0 0.0 0.0
H 3.582313 0.585731 -0.593271 0.0 0.0 0.0
H 3.740234 0.599642 -2.355802 0.0 0.0 0.0
H 2.479838 -0.359949 -1.584037 -0.1 -0.1 0.0
H 2.473079 2.136779 1.566861 0.0 0.0 0.0
H -0.041426 3.809053 2.038143 0.0 0.0 0.0
H 1.143951 3.263715 3.226024 0.0 0.0 0.0
H 0.052048 2.107294 2.473899 0.0 0.0 0.0
H 1.837951 4.772957 0.161275 0.0 0.0 0.0
H 3.395502 4.040254 0.524149 0.0 0.0 0.0
H 2.427564 4.727514 1.814663 0.0 0.0 0.0
F 0.788646 -6.414404 -2.045875 0.0 0.0 0.0
C 0.652235 -5.088946 -1.928558 0.0 0.0 0.0
C -0.425275 -4.438732 -2.502455 0.0 0.0 0.0
F -1.344966 -5.140725 -3.171424 0.0 0.0 0.0
C -0.565704 -3.072974 -2.368150 0.0 -0.1 0.0
F -1.636540 -2.489897 -2.926722 0.0 0.0 0.0
C 0.340605 -2.280002 -1.647816 -0.2 0.3 -0.1
O 0.111858 -0.982028 -1.539276 0.2 0.4 -0.2
C 1.422611 -2.973208 -1.094769 0.0 -0.1 0.0
F 2.335549 -2.318422 -0.358399 0.0 0.1 0.1
C 1.574175 -4.344021 -1.223272 0.0 0.0 0.0
F 2.619471 -4.949891 -0.652933 0.0 0.0 0.0
```
Positions in Å, forces in eV/Å.

DFT (ωB97M-V/def2-TZVPD) results for the molecule C5H4FNO in a non-equilibrium geometry.

Its highest occupied orbital energy is -0.3954 Ha. Its gap between HOMO and LUMO is 0.4180 Eh. For the total energy, the calculation gives -11501.0401 eV. As for the SMILES: C=C(F)[C@H]1O[C@@H]1C#N. The value obtained for the energy relative to the best compared isomer or geometry (same formula, charge and spin) is 340.9 kJ/mol.

The geometry in XYZ format:
```
12
Properties=species:S:1:pos:R:3:forces:R:3
C 2.016731 -0.718438 0.131152 3.0 2.8 -0.6
C 1.323595 0.328749 -0.246548 -0.4 1.6 2.5
F 1.862806 1.653942 0.018474 -1.4 -2.7 -1.2
C -0.151692 0.224989 -0.486789 1.2 0.8 -3.2
O -0.697304 -1.066577 -0.271384 0.0 -0.2 0.6
C -1.215373 0.021977 0.456847 -2.0 0.8 2.0
C -2.553219 0.490758 -0.032276 -6.3 0.2 1.1
N -3.752791 0.678048 -0.073885 6.7 -0.8 -0.2
H 3.083653 -0.528022 0.300406 -0.4 0.0 0.4
H 1.773164 -1.702576 0.090457 -1.3 -2.5 -0.2
H -0.474108 0.572350 -1.524154 0.4 0.1 1.5
H -1.215466 0.044799 1.637700 0.6 -0.2 -2.6
```
Positions in Å, forces in eV/Å.

DFT (ωB97M-V/def2-TZVPD) results for a structure of composition C15H40F2NO21S7V in a non-equilibrium geometry.

Its highest occupied orbital energy is -0.3807 Ha. Its gap between HOMO and LUMO is 0.3292 Eh. For the total energy, the calculation gives -167656.8089 eV. The value obtained for the energy relative to the best compared isomer or geometry (same formula, charge and spin) is 55.6 kJ/mol.

The geometry in XYZ format:
```
87
Properties=species:S:1:pos:R:3:forces:R:3
O 3.040434 -8.882383 22.016323 -2.0 -2.8 0.4
V 1.900722 -10.001925 22.347461 1.4 1.3 -1.0
O 2.339250 -11.460955 21.970562 0.2 0.7 0.0
N 0.813131 -10.245325 24.156365 0.8 1.8 2.2
S 1.385711 -9.595064 25.633492 1.6 2.1 -0.7
O 1.804850 -10.638731 26.507953 -0.5 0.5 -0.2
O 0.729787 -8.393273 26.071553 0.2 -1.6 -0.2
F 2.710074 -9.044424 24.974926 -0.3 -0.1 0.2
S -0.323525 -11.184399 24.735548 -2.8 -4.0 -1.2
O -1.115926 -10.609358 25.788025 1.3 -0.2 -0.5
O 0.091580 -12.571772 24.761403 -0.4 1.9 0.3
F -1.323532 -11.126040 23.498609 0.4 0.1 0.0
O 0.582321 -10.025375 20.671501 -0.1 0.0 0.5
S -0.575877 -9.977935 19.803979 -1.5 1.2 -1.0
O -1.720041 -10.827097 19.978045 1.1 0.3 0.4
O -0.997877 -8.456623 19.868106 0.1 -0.9 0.4
C -2.189611 -8.022947 19.133055 0.9 -0.3 -0.8
C -1.756641 -6.946347 18.156181 -0.9 0.2 -0.1
C -0.018731 -10.154375 18.132378 0.9 -0.7 0.6
H -2.924541 -7.702281 19.864209 0.1 0.2 0.0
H -2.616556 -8.860667 18.578602 0.0 -0.2 0.2
H -1.348557 -6.086919 18.682911 -0.3 0.2 -0.1
H -2.682516 -6.741611 17.604778 0.1 0.7 0.2
H -1.065382 -7.202014 17.353009 0.2 -0.6 0.4
H 0.569678 -11.075122 18.183892 -0.1 0.0 -0.3
H 0.660008 -9.350746 17.860811 -0.2 0.2 0.1
H -0.849744 -10.276504 17.447722 -0.1 0.1 0.1
O 6.147989 -6.597365 18.248798 0.2 -1.0 -1.1
S 6.216104 -7.991190 17.863719 -0.1 0.4 2.4
O 6.344567 -8.478539 16.524547 0.5 0.5 0.4
O 7.414981 -8.652493 18.769464 -0.5 -0.2 -1.4
C 7.354917 -8.438297 20.170401 1.0 1.8 2.2
C 7.371080 -9.710912 20.995949 -0.4 -1.1 -2.0
C 4.822927 -8.818747 18.588010 0.4 -1.3 -0.8
H 6.615806 -7.675694 20.428413 -0.7 -0.7 -0.1
H 8.214606 -7.864988 20.552634 0.5 -0.1 -1.0
H 6.435530 -10.244748 20.801532 -0.1 -0.1 0.8
H 7.683725 -9.643017 22.030561 -0.5 0.5 0.2
H 8.109055 -10.377338 20.531183 0.1 0.1 0.0
H 4.801716 -8.786287 19.672215 -0.3 0.6 0.0
H 5.004696 -9.861981 18.310880 0.0 0.0 0.1
H 3.928690 -8.551850 18.030048 -0.1 0.5 0.4
O 4.230694 -10.857759 23.756476 0.6 -0.7 0.6
S 4.800093 -12.055129 24.323672 -0.3 -0.5 0.3
O 5.996820 -12.629887 23.769503 -0.6 0.2 0.2
O 5.072605 -11.704992 25.870252 -0.8 0.6 -1.1
C 5.837058 -12.565954 26.707800 1.0 -0.5 0.1
C 7.287661 -12.065279 26.784593 -0.2 0.2 0.0
C 3.501458 -13.303932 24.531650 0.0 0.3 0.2
H 5.765036 -13.597398 26.354197 0.0 0.0 0.0
H 5.359098 -12.496148 27.684277 0.0 0.0 0.0
H 7.747121 -12.279703 27.749413 -0.2 0.1 0.1
H 7.213553 -10.986238 26.639109 0.2 0.1 0.3
H 7.980557 -12.427721 26.026390 -0.4 -0.2 -0.2
H 3.897374 -14.158763 25.077283 0.2 0.1 0.0
H 3.033539 -13.673888 23.621814 0.5 0.4 -0.4
H 2.708436 -12.836248 25.116271 0.1 0.1 0.1
O -0.438211 -6.207450 21.691856 0.5 0.5 0.4
S -0.001752 -6.466188 23.031551 -0.9 0.6 0.8
O 1.144842 -7.295681 23.276200 -0.2 -0.3 -0.2
O 0.300098 -5.052575 23.777033 -1.0 -1.1 -1.0
C 0.701120 -5.158510 25.166383 0.1 0.8 -0.1
C 0.640612 -3.770444 25.806983 0.1 -1.1 0.5
C -1.479041 -7.203548 23.848696 1.2 0.1 -0.3
H 1.716893 -5.548662 25.154725 -0.1 -0.2 0.3
H 0.015681 -5.819365 25.696395 0.1 -0.2 -0.1
H 0.753545 -3.996768 26.871397 0.1 0.3 0.1
H -0.345046 -3.326181 25.693964 0.1 0.2 -0.2
H 1.462122 -3.122598 25.518625 -0.2 0.1 -0.3
H -1.872658 -7.812601 23.037606 -0.2 0.0 0.1
H -2.198310 -6.456911 24.169040 0.1 0.2 -0.1
H -1.153584 -7.846293 24.664364 0.0 0.2 0.1
O 5.943890 -4.778197 23.632157 -0.2 -0.4 -0.4
S 5.732067 -6.101944 23.117694 0.1 -1.9 0.1
O 5.192453 -6.390009 21.816443 0.2 0.7 0.9
O 7.136071 -6.923006 23.128596 -0.8 0.9 -0.3
C 8.251167 -6.450466 23.891149 0.5 -0.7 0.9
C 8.723726 -7.658234 24.713903 0.4 0.9 0.2
C 4.870079 -7.095245 24.355619 -0.1 -0.1 0.5
H 8.002674 -5.641087 24.579123 -0.4 0.1 -0.3
H 9.003196 -6.072362 23.198704 0.0 -0.1 0.0
H 7.930646 -7.963085 25.395677 -0.2 -0.4 -0.3
H 9.530764 -7.370549 25.395599 0.2 0.1 -0.3
H 9.088494 -8.455418 24.072078 -0.2 -0.2 0.1
H 4.749880 -8.149045 24.110310 0.3 0.2 -0.8
H 3.871832 -6.724388 24.583730 0.1 0.4 -0.4
H 5.425147 -7.104464 25.295640 0.3 0.5 -0.1
```
Positions in Å, forces in eV/Å.

DFT (ωB97M-V/def2-TZVPD) results for the ion C4H3F3NO5S2 with charge -1 in a non-equilibrium geometry.

Its highest occupied orbital energy (alpha / beta) is -0.1728 / -0.1728 Ha. Its gap between HOMO and LUMO (alpha / beta) is 0.2799 / 0.2799 Eh. For the total energy, the calculation gives -45744.2680 eV. The value obtained for the energy relative to the best compared isomer or geometry (same formula, charge and spin) is 0.0 kJ/mol. The charge is -1.

The geometry in XYZ format:
```
18
Properties=species:S:1:pos:R:3:forces:R:3
C 1.456432 -0.230935 -0.286692 -1.9 -0.8 -0.4
C -1.358405 1.050003 -0.611676 -1.4 -0.4 -0.2
C -0.267217 2.056947 -0.918539 0.8 1.1 -0.5
C 0.694026 -2.729932 0.585855 0.4 -0.1 -0.1
N 0.206497 2.736233 0.152368 -0.1 0.2 0.0
O -2.204660 0.707483 -1.403272 0.9 0.4 0.7
O 0.080052 2.275844 -2.066108 -0.3 -0.2 0.3
O -0.835135 1.230027 2.086340 -0.2 -0.1 0.4
O -0.565766 -1.781400 -1.505177 -0.4 0.1 -0.1
O -0.991397 -0.999592 0.945672 -1.1 0.3 0.4
F -0.293966 -3.579522 0.896076 -0.2 0.1 -0.1
F 1.561087 -3.424145 -0.183665 -0.1 0.1 -0.2
F 1.350799 -2.452684 1.719911 -0.3 0.2 -0.1
S -1.669943 0.422818 1.176372 0.5 -0.2 -0.4
S 0.175029 -1.187803 -0.410838 3.3 -0.8 0.8
H 1.599606 0.238363 -1.258978 0.1 0.1 -0.2
H 0.037188 2.361027 1.085137 0.1 0.0 -0.1
H 1.025772 3.307268 -0.002785 -0.2 -0.2 -0.1
```
Positions in Å, forces in eV/Å.

energy relative to the best compared isomer or geometry (same formula, charge and spin) of number 3 (C15H40F2NO21S7V)?
55.6 kJ/mol

Number 4 is which compound?
C4H3F3NO5S2